The following is a DFT calculation (ωB97M-V/def2-TZVPD) of one molecule with the formula C20H24N2O7.

As for the orbital gap: 8.24 eV. For the relative energy (zero: lowest compared OMol25 entry of this formula, charge and spin), the calculation gives 60.25 kJ/mol. The HOMO energy comes out at -8.4 eV. The calculation puts the molar mass at 404.42 g mol⁻¹. The SMILES is CCOC(=O)C1=C(COC(=O)/C=C/c2cccc(OC)c2OC)NC(=O)N[C@@H]1C.

Structure (XYZ):
```
53
Properties=species:S:1:pos:R:3:forces:R:3:mulliken_charge:R:1
C 2.8476 1.7442 6.3659 -0.1 -0.3 -0.3 -1.120
C 2.0023 0.6017 5.8207 0.1 0.0 0.5 -0.325
H 2.2441 -0.3281 6.3454 -0.1 0.1 -0.1 0.291
H 0.9363 0.8186 5.9160 0.1 -0.1 0.0 0.358
O 2.2152 0.4131 4.4207 0.0 0.0 -0.2 -0.280
C 3.2865 -0.3271 4.0718 0.0 0.0 0.0 0.308
O 4.0346 -0.8244 4.8852 0.0 0.0 0.0 -0.658
C 3.4607 -0.4714 2.6300 0.3 0.0 -0.3 0.166
C 2.6656 0.0419 1.6638 0.1 -0.1 0.5 0.355
N 2.9932 -0.1382 0.3492 -0.3 0.1 -0.2 0.003
C 4.2560 -0.5271 -0.0914 0.1 0.1 0.0 0.241
O 4.5637 -0.4368 -1.2580 0.0 0.0 -0.4 -0.677
N 5.0829 -0.9382 0.8919 0.3 0.0 0.2 -0.131
H 5.9805 -1.2821 0.5866 -0.1 0.1 -0.1 0.248
C 4.6423 -1.3247 2.2190 -0.3 -0.3 0.3 0.058
C 4.2696 -2.8118 2.2708 0.1 0.3 0.1 -1.358
H 3.9971 -3.0772 3.2878 0.0 -0.1 0.1 0.388
H 3.4277 -3.0124 1.6120 -0.1 0.0 -0.1 0.319
H 5.1138 -3.4242 1.9619 0.1 -0.1 0.0 0.368
H 5.4659 -1.1452 2.9197 -0.2 0.0 -0.2 0.435
H 2.3926 0.2827 -0.3487 0.2 -0.1 0.1 0.164
C 1.4050 0.8321 1.9093 -0.3 -0.1 0.6 -0.617
H 1.6437 1.7575 2.4401 0.0 -0.2 -0.1 0.287
H 0.7138 0.2415 2.5217 0.2 0.2 -0.1 0.460
O 0.7616 1.1920 0.6989 0.2 0.2 -0.3 -0.400
C -0.3630 0.4984 0.3666 -0.2 -0.4 0.4 0.636
O -0.8146 -0.3833 1.0540 0.1 0.1 -0.1 -0.621
C -0.9030 0.9863 -0.8979 -0.4 0.0 -0.4 -1.014
C -1.9955 0.4208 -1.4353 0.5 -0.1 0.7 0.008
C -2.6561 0.8008 -2.6634 -0.5 0.1 -0.6 0.931
C -2.3528 1.9959 -3.3222 -0.1 -0.2 0.0 -0.727
C -3.0145 2.3464 -4.4733 0.1 0.0 0.0 -1.068
C -3.9879 1.5075 -4.9959 -0.1 -0.1 0.0 -0.490
C -4.3147 0.3103 -4.3762 -0.1 0.0 -0.1 1.280
C -3.6497 -0.0572 -3.1875 0.3 0.3 0.1 0.071
O -3.8432 -1.1957 -2.4792 0.3 0.3 -0.1 -0.427
C -4.8905 -2.0993 -2.7543 -0.4 -0.5 0.0 -0.824
H -5.8663 -1.6114 -2.7198 0.1 0.0 0.0 0.328
H -4.7623 -2.5874 -3.7218 0.0 0.0 0.1 0.250
H -4.8290 -2.8445 -1.9608 0.0 0.1 -0.1 0.288
O -5.2638 -0.5475 -4.8739 0.4 0.1 0.4 -0.401
C -5.9506 -0.1933 -6.0482 -0.1 0.0 -0.2 -0.975
H -6.5159 0.7356 -5.9224 0.0 0.0 0.0 0.372
H -5.2713 -0.0969 -6.9011 0.0 0.0 0.0 0.366
H -6.6441 -1.0125 -6.2335 0.0 0.1 0.0 0.252
H -4.4909 1.7993 -5.9031 -0.1 0.0 -0.1 0.391
H -2.7854 3.2712 -4.9794 0.0 0.1 0.0 0.368
H -1.6050 2.6516 -2.9087 0.1 0.1 0.1 0.308
H -2.4310 -0.4146 -0.9035 0.0 0.0 0.1 0.530
H -0.3640 1.8031 -1.3508 0.0 0.1 -0.1 0.299
H 2.6428 2.6607 5.8177 0.0 0.1 0.0 0.287
H 2.6178 1.8987 7.4162 0.0 0.0 0.1 0.392
H 3.9025 1.5008 6.2678 0.1 0.0 0.0 0.304
```
Forces are in eV/Å.


The following is a DFT calculation (ωB97M-V/def2-TZVPD) of one molecule with the formula C20H24N4O3S2 in a non-equilibrium geometry.

As for the orbital gap: 6.92 eV. For the relative energy (zero: lowest compared OMol25 entry of this formula, charge and spin), the calculation gives 1685.56 kJ/mol. The HOMO energy comes out at -7.4 eV. The calculation puts the molar mass at 432.57 g mol⁻¹. The SMILES is CCOCCc1nn2c(=O)cc(CSCC(=O)Nc3cc(C)cc(C)c3)nc2s1.

Structure (XYZ):
```
53
Properties=species:S:1:pos:R:3:forces:R:3:mulliken_charge:R:1
C 6.3731 -2.6158 0.6757 -1.4 8.6 -3.9 -1.083
C 4.8991 -2.1846 1.1944 3.4 -1.1 -1.2 -0.336
O 4.5585 -0.8248 1.0271 1.6 -1.9 7.1 -0.281
C 4.4790 -0.3020 -0.1599 -2.3 2.2 -0.9 -0.994
C 3.6970 1.1265 0.0475 -4.5 -11.1 -11.3 -1.087
C 2.3751 0.5590 0.5384 -0.3 0.6 0.3 0.327
N 1.6869 -0.5126 0.1885 5.5 2.5 -2.8 -1.238
N 0.4889 -0.3806 0.5835 -3.9 -0.3 3.7 1.582
C 0.2785 0.5240 1.5499 -4.3 1.5 4.4 0.056
N -0.9040 0.5773 2.3464 2.4 -2.5 -4.4 -0.598
C -1.8197 -0.4282 1.8286 -1.8 9.6 11.6 1.133
C -1.6000 -1.2854 0.9590 -10.4 -3.5 1.5 -1.174
C -0.4901 -1.3310 0.4661 11.5 -8.8 -13.7 0.833
O -0.2763 -2.4176 -0.5431 -0.2 5.4 5.2 -0.764
H -2.4785 -1.8974 0.8502 0.5 -1.0 -1.1 0.460
C -3.0832 -0.1980 2.8138 -0.1 2.1 -3.0 -1.184
H -3.7097 -0.9819 3.1254 -0.6 -1.5 -0.2 0.514
H -2.9116 0.4161 3.7337 0.4 -0.2 -1.3 0.336
S -4.3778 0.9670 1.5972 0.7 -2.7 2.2 -0.178
C -3.2295 2.2213 1.3067 1.9 3.0 -0.2 -0.817
C -2.1172 2.1595 0.2110 -8.7 -8.4 -2.1 0.363
O -1.0386 2.4690 0.2160 7.3 4.2 0.4 -0.400
N -2.5867 1.0916 -0.7757 -2.4 1.2 3.1 -0.101
C -1.7767 0.3547 -1.6600 2.7 8.2 0.7 0.487
C -0.5013 1.1547 -2.2767 -8.8 -5.1 2.1 -1.367
C 0.1239 0.2914 -2.9860 7.3 4.5 -2.0 1.283
C -0.3282 -0.8100 -3.3534 -3.9 -12.2 -8.6 -0.329
C -1.6457 -1.3339 -3.3500 1.5 3.3 5.8 0.489
C -2.2760 -0.7034 -2.1884 -3.8 -4.5 -3.8 0.002
H -3.3662 -0.9776 -1.9099 1.9 0.2 -0.3 0.086
C -2.1615 -2.5697 -3.8925 -1.0 -1.5 4.9 -1.671
H -1.7303 -2.6153 -4.8037 0.9 -1.4 -3.2 0.538
H -3.2764 -2.5963 -3.8119 0.9 0.0 -0.6 0.319
H -1.7875 -3.3668 -3.0503 -0.7 1.4 -2.5 0.213
H 0.2892 -1.4275 -4.1747 -0.8 1.3 1.9 -0.070
C 1.5258 0.6204 -3.5085 0.9 -1.0 6.3 -1.950
H 1.7389 0.8301 -4.4725 0.4 0.0 -3.2 0.516
H 1.7257 1.4767 -2.9215 0.4 2.0 0.0 0.470
H 2.3280 0.0144 -2.9017 -1.4 0.0 -1.9 0.252
H -0.0485 1.7262 -1.6731 2.9 5.3 3.9 0.713
H -3.5900 0.6603 -0.4059 3.6 1.2 -1.7 0.223
H -2.6499 2.4275 2.2268 -0.5 0.3 -0.4 0.385
H -3.8238 3.0906 1.0086 0.0 0.2 0.5 0.485
S 1.6187 1.5340 1.8717 -0.3 -1.2 -1.8 -0.231
H 3.7091 1.4175 -1.1331 -0.6 0.2 3.1 0.160
H 4.0133 1.6816 0.6790 4.7 7.2 7.4 0.878
H 5.4083 -0.0912 -0.5347 2.4 0.4 -1.7 0.502
H 3.8725 -1.0448 -0.6498 -0.4 0.5 -2.1 0.642
H 4.2769 -2.7429 0.5269 -1.1 -0.8 0.3 0.334
H 5.1083 -2.5605 2.2025 -1.9 0.9 0.3 0.331
H 6.6530 -3.5547 0.7923 0.9 -4.4 0.6 0.495
H 7.1637 -1.8785 1.0716 -1.1 -1.2 -0.2 0.251
H 6.3189 -2.2797 -0.5173 0.6 -1.4 2.8 0.193
```
Forces are in eV/Å.


- Which value of relative energy (zero: lowest compared OMol25 entry of this formula, charge and spin) does entry 1 give?
  60.25 kJ/mol


- Which formula does entry 1 have?
  C20H24N2O7


- What is the relative energy (zero: lowest compared OMol25 entry of this formula, charge and spin) in the second record?
  1685.56 kJ/mol